{
  "formula": "C70H158N10O10",
  "method": "ωB97M-V with the def2-TZVPD basis set",
  "homo_lumo_gap_ha": 0.2999,
  "de_lowest_kcal_mol": 284.7,
  "e_lumo_ev": 0.467,
  "smiles": "CC1(C)CCCC(C)(C)N1O.CC1(C)CCCC(C)(C)N1O.CC1(C)CCCC(C)(C)N1O.CC1(C)CCCC(C)(C)N1O.CC1(C)CCCC(C)(C)N1O.CC1(C)CCCC(C)(C)N1O.COC[C@H](C)N.COC[C@H](C)N.COC[C@H](C)N.COC[C@H](C)N",
  "energy_ev": -110508.216,
  "species": ["H", "H", "H", "H", "C", "H", "H", "C", "C", "C", "C", "H", "H", "H", "H", "C", "C", "C", "C", "H", "H", "H", "H", "C", "H", "H", "H", "H", "H", "H", "H", "C", "H", "H", "C", "H", "N", "H", "C", "N", "H", "C", "H", "C", "H", "H", "C", "C", "H", "H", "C", "H", "C", "C", "H", "H", "H", "H", "H", "H", "H", "H", "H", "H", "H", "H", "H", "N", "N", "H", "H", "C", "H", "C", "H", "H", "H", "H", "H", "H", "H", "C", "H", "C", "C", "C", "H", "H", "H", "H", "H", "C", "H", "C", "C", "H", "O", "H", "H", "H", "H", "H", "C", "H", "O", "H", "H", "C", "H", "H", "C", "H", "H", "H", "N", "C", "C", "H", "H", "O", "H", "H", "H", "N", "C", "C", "H", "C", "H", "C", "H", "H", "H", "C", "H", "H", "H", "H", "H", "C", "C", "C", "H", "C", "H", "H", "O", "C", "C", "H", "H", "H", "H", "H", "H", "O", "C", "H", "C", "H", "H", "H", "H", "H", "H", "C", "O", "C", "H", "C", "C", "H", "C", "H", "N", "H", "H", "H", "C", "H", "O", "H", "H", "C", "H", "H", "H", "H", "H", "H", "H", "H", "O", "H", "C", "H", "C", "H", "C", "H", "H", "C", "C", "H", "H", "H", "H", "H", "C", "C", "O", "C", "H", "H", "C", "N", "H", "H", "C", "H", "C", "C", "H", "H", "H", "H", "C", "H", "H", "H", "H", "H", "H", "H", "H", "N", "H", "C", "N", "C", "O", "H", "H", "H", "C", "H", "H", "H"],
  "positions_angstrom": [[13.183245, -8.241318, -1.836107], [10.430675, -10.849478, -4.434107], [-6.780295, -2.435998, 5.662503], [7.327385, 10.358652, 5.793423], [8.395715, 0.486262, 0.269983], [0.642165, -1.960778, -1.698817], [-5.324575, 6.233732, -5.636157], [-5.419905, -4.737568, 7.731483], [-5.330465, 9.113692, 6.893333], [-6.363315, -5.905028, 5.096943], [1.026715, 3.243342, -12.266457], [13.397365, -9.077598, -0.329127], [3.167555, 3.760852, -10.880937], [-0.322905, -0.373348, -1.008847], [4.297265, -0.819848, 11.996793], [-1.696315, -10.706038, -3.528947], [-5.043175, -4.161718, 4.039413], [7.542225, 2.778472, 0.084893], [0.258885, 3.859492, -11.103257], [-7.261305, 5.793392, -9.831287], [4.107085, 2.693692, -11.786237], [-4.891565, 12.879032, 10.161493], [1.364605, 10.548242, 3.612683], [-3.287375, -13.476158, -4.266047], [-1.350055, 0.148732, -9.987627], [6.827345, 2.708422, -0.734947], [12.954785, -11.955858, -1.304257], [9.503985, 3.666252, 1.427473], [-8.888455, 8.726442, -6.068107], [6.640985, 11.174912, 4.487443], [11.335375, -12.038908, -0.721187], [-6.559115, 11.161992, 6.285693], [-5.176205, 8.033952, -5.758347], [-1.266985, -15.292968, -1.319207], [-7.996125, 7.619532, -8.659787], [-4.977035, 8.534492, 7.746393], [2.637725, 8.854322, 6.223533], [-5.249725, 8.042952, -7.996387], [11.852495, -10.381968, -2.950647], [1.304165, 1.457802, 1.360763], [-6.100325, -2.807078, 7.980113], [-4.197795, -4.792558, 8.671103], [0.440205, -14.864798, -1.719107], [-5.563995, 13.439812, 6.800073], [-6.181705, 8.538752, 6.528713], [-2.832955, 10.644202, 8.110873], [9.348275, -9.913878, -3.004017], [6.371205, 10.761252, 5.459143], [-8.846885, 6.308562, -5.377137], [4.553235, -2.723728, 9.007153], [-9.118135, 6.733642, -8.129137], [0.953215, 10.385532, 5.305623], [-5.250995, 13.338332, 9.240643], [7.960655, 4.291952, 0.166323], [6.979375, 2.607212, 1.002483], [2.177695, -3.614648, 6.356813], [1.654205, 4.046552, -12.652737], [-7.922545, -3.745078, 5.683313], [-7.899415, 9.747642, -9.471237], [-6.411425, 7.393682, -10.064167], [8.704785, -0.080748, 1.148093], [8.993315, -0.023168, -0.485957], [-9.586265, 6.087712, -8.871907], [2.130645, -1.471898, -2.325887], [0.611455, 0.973782, -1.504657], [6.644305, 5.359182, 1.218433], [-3.583225, -11.447388, -0.672117], [-4.588575, 11.373132, 7.869383], [6.809255, 5.180712, 0.238113], [1.250065, 0.783412, 2.110673], [-3.362465, -3.580628, 6.681213], [-7.360925, 6.873642, -9.937247], [-5.936825, 6.982672, -4.414347], [8.954305, 4.599142, 1.302213], [-4.663935, -5.327058, 9.498823], [-5.017905, 13.490982, 5.858133], [1.462315, -2.917308, 10.755143], [3.499495, 8.503122, 6.616103], [0.779935, 4.473262, -10.368477], [-4.133545, -4.761668, 4.012273], [-7.411965, 9.610702, -5.584277], [-6.876375, 12.654422, 6.539293], [8.491985, 4.812972, 2.265873], [-6.701925, 10.347872, 8.647473], [11.965185, -10.038268, -1.434627], [0.462035, 1.579362, -9.791297], [-4.626245, -3.159898, 3.936293], [-4.979995, 14.388152, 9.352573], [6.062065, 11.567202, 6.124703], [-7.205745, -3.032118, 4.186873], [-1.221885, 1.095262, -8.551427], [-7.976355, 6.007262, -5.959797], [1.763415, 0.673172, -13.569287], [-3.605445, -12.315078, -3.279467], [12.214605, -11.394798, -0.733777], [-7.645645, 10.726102, 8.254513], [-3.590625, 10.797442, 8.680133], [2.066745, 1.349022, -8.441377], [3.383985, -4.654298, 7.135613], [12.092605, -9.484658, -3.520977], [0.605035, -12.557198, -3.585017], [-7.960435, 4.877432, -7.775567], [8.867245, -10.849488, -0.535187], [-0.653655, 3.017712, 0.185623], [-0.245815, -12.175368, -1.432577], [1.446485, -0.681708, -11.297077], [4.798235, -2.411688, 11.525183], [1.294045, 2.084452, -8.665337], [-4.059125, -11.534208, -3.889817], [0.649345, 2.383972, -7.839047], [4.400515, -1.475898, 11.132483], [-2.622115, 13.150292, 8.543503], [-0.381525, -15.933888, -2.837677], [-6.543625, 10.607452, 9.694213], [-4.954435, -4.288488, 6.425853], [-8.634065, 5.571912, -7.273547], [-2.378525, -14.507478, -3.540977], [9.505375, -10.956018, 0.342043], [-5.690625, -4.321948, 3.177303], [-5.983645, 8.623932, -7.783267], [10.244805, -11.895298, -3.001077], [-5.782155, 14.493422, 6.974483], [2.147705, -2.481468, -0.848277], [10.756085, -9.348688, -0.919097], [-5.722285, 10.533572, 7.432133], [13.232115, -9.236748, -1.394717], [-0.926015, 3.406082, -9.496097], [3.091375, -1.816788, 10.312883], [8.262355, -8.342528, -0.105837], [3.272015, 2.695362, -11.085707], [-4.235555, -14.009858, -4.330997], [-0.844675, -10.185508, -3.090917], [12.502615, -11.397778, 0.317473], [-6.027625, -6.135408, 7.541133], [-1.238975, 2.496012, -10.890217], [-8.815775, 9.583802, -8.050037], [-5.455495, -6.499228, 4.992543], [-2.864135, 13.220482, 6.811493], [-6.092075, 11.024212, 5.310503], [1.641095, -1.671208, -1.372627], [2.442005, 1.413092, -13.144867], [2.897295, 9.536902, 4.996253], [4.061545, 11.334042, 4.351003], [9.322555, -9.622108, -1.380087], [12.535185, -11.205198, -3.161197], [-4.582525, 9.093092, 6.100713], [10.881425, -8.976208, 0.448303], [-4.708515, 12.862712, 7.941313], [-1.114725, -13.857378, -2.874977], [-6.561075, -6.527288, 8.407133], [-1.986095, -15.122258, -4.351007], [3.843085, 11.139282, 6.090973], [-3.393455, -5.408938, 8.269603], [-1.141895, 2.251482, 1.630553], [-3.753455, -3.813638, 8.851013], [2.766165, -2.786848, 8.020473], [-7.962985, 8.674522, -5.494587], [13.981555, -9.859718, -1.882927], [10.476095, -10.887418, -3.345717], [-3.079955, -13.286328, -5.319157], [-6.819065, 9.264782, 8.683343], [-7.955435, -5.903668, 6.613663], [-8.110325, 8.589222, -4.417967], [-7.070285, -5.993388, 4.272023], [7.748615, -8.465148, -1.853107], [-0.539245, -15.133418, -2.114847], [1.691565, -0.548538, -0.528987], [-5.837995, -4.464588, 5.274043], [-7.225205, -7.490368, 6.300623], [8.576855, -8.391548, -1.148327], [-0.003915, -13.403118, -3.903927], [9.233615, -7.553918, -1.383117], [0.157305, 0.954102, 0.565033], [7.871995, -10.761298, -0.099517], [2.191795, -2.472768, 11.293983], [0.283655, 3.058212, -13.042147], [3.513025, 2.059892, -10.233527], [-7.909955, 7.054282, -10.861387], [-7.012585, -3.393748, 5.196833], [0.758295, -14.154618, -4.109797], [-4.202965, -3.171988, 6.461743], [-0.271615, -12.622178, -0.583287], [-7.570435, 10.798512, 6.103463], [-7.227435, 7.416242, -6.136277], [1.999615, 1.102862, 0.720083], [-1.845615, 1.919782, -0.013327], [-2.340775, -9.870118, -3.800977], [1.102855, 8.961662, 4.085783], [-3.377575, -9.950668, -1.668507], [-4.278115, -12.742818, -2.536057], [2.751655, -0.851988, 9.936233], [1.825815, 2.992082, -8.950867], [8.592115, 1.843332, 0.121823], [8.491665, 4.583442, -0.739857], [-0.411895, 2.822512, -10.259787], [-1.460925, -11.049358, -4.536337], [-8.540195, 9.035702, -8.951007], [3.586285, -3.792078, 9.715203], [-2.337345, -11.715228, -2.548137], [-0.449715, -13.020638, -4.822117], [-3.415745, 14.525522, 7.670423], [2.000455, 2.125792, -11.848847], [0.523435, 0.241322, -0.702257], [8.847275, -11.813408, -1.043677], [-7.448115, -3.806228, 7.856163], [11.400185, -8.168468, 0.455633], [9.471555, -9.078108, -3.692787], [3.277185, 0.731482, -12.983697], [-0.939585, 2.042642, 0.580053], [3.109615, -3.621228, 6.922123], [5.251945, 9.891162, 5.504163], [-6.448965, -3.791728, 8.291573], [-9.470995, 4.906922, -7.060387], [-7.490405, 12.995892, 5.705943], [-2.942185, -10.902868, -1.365417], [-6.974235, 7.733972, -7.578437], [-0.200375, -0.259668, -8.745527], [2.647365, 2.199942, -13.870687], [-7.021955, -6.424038, 6.399323], [-2.777355, -15.136418, -2.745077], [3.494855, -2.808958, 9.253433], [4.047575, 10.606342, 5.162393], [7.389175, 0.151282, 0.019423], [3.798475, -2.952418, 6.406123], [7.033865, 6.150302, 0.066213], [-6.333385, 13.232622, 9.313793], [-5.812555, 7.195182, -5.476187], [1.684425, -1.741838, 11.771903], [8.416615, -10.449658, -3.185797], [-0.243555, 0.031802, 0.985473], [-7.487685, 5.193782, -5.423547], [9.750085, 5.340342, 1.228393], [-10.038365, 7.242722, -7.842577], [5.123855, -1.030558, 10.449433], [-2.037885, -10.565688, -0.858807], [-1.432015, -12.709888, -1.963277], [-7.567525, 12.719752, 7.379623], [1.481805, 9.903142, 4.483443], [1.226085, 1.135582, -10.972657], [-3.332295, 13.443322, 7.770283], [1.913975, -0.061748, -10.732557], [-5.136555, -6.755548, 7.443443], [-6.698485, -3.941528, 9.342003], [-0.550605, 4.511172, -11.432107], [-0.621495, 0.578752, -9.300327], [-9.488845, 9.056092, -9.487437], [3.312045, 8.752032, 4.363753], [2.213425, 7.993572, 5.908583]],
  "forces_ev_per_angstrom": [[-0.231, -0.160, -0.378], [0.243, -0.813, -0.264], [0.490, -0.189, 0.522], [-0.506, -0.744, 0.464], [-0.646, -1.719, -1.542], [-0.286, -0.107, 0.623], [-0.037, -0.058, -1.437], [-0.663, 0.134, -0.672], [0.485, 0.249, 1.105], [-0.060, 0.163, 1.981], [0.448, 1.472, 0.974], [0.946, -0.020, 0.057], [-0.277, -0.136, 0.697], [-0.076, -0.173, 0.140], [-0.538, 0.103, -0.166], [0.237, 0.716, -0.182], [1.180, 0.121, -0.923], [-1.007, 0.778, 1.691], [0.078, 0.158, 0.767], [0.184, 0.186, 0.398], [0.184, -0.317, 0.019], [0.503, -0.470, -0.325], [0.680, 0.344, -0.031], [-1.285, -1.207, 2.106], [0.413, 0.344, -0.632], [0.260, -0.424, -0.398], [0.282, 0.018, 0.216], [0.238, -0.104, 0.355], [-0.249, 0.337, 0.512], [-0.652, -0.008, -0.445], [-0.283, 0.184, -0.346], [0.129, 1.859, -0.025], [0.191, -0.178, 0.751], [0.300, -0.727, 0.088], [0.286, 0.043, -0.095], [0.401, -0.091, -0.081], [-0.045, -0.741, 1.480], [0.529, 0.340, -0.166], [-1.554, -0.221, 0.761], [-0.846, -0.982, -1.140], [0.042, 0.433, 1.009], [-0.942, -0.711, -0.462], [0.015, -0.182, 0.335], [-1.200, -0.424, -0.832], [-0.342, 0.461, -0.028], [0.022, 0.019, -0.324], [0.727, -1.209, 2.775], [-0.327, 0.748, 0.585], [-0.018, -0.242, 0.637], [0.373, 0.899, -0.233], [-0.502, -1.648, -0.676], [-0.386, -0.543, -0.067], [-0.851, 0.717, 1.607], [1.788, 0.907, -0.190], [-0.573, 0.073, 0.177], [0.136, -0.335, -0.282], [0.180, 0.010, -0.390], [-0.147, -0.010, -0.251], [0.452, -0.474, -0.171], [0.339, -0.479, -0.230], [-0.024, 1.087, 0.973], [0.218, 0.147, -0.383], [0.277, 0.629, -1.325], [0.479, 0.072, -0.036], [0.669, 0.080, -0.538], [-0.670, -0.877, 0.634], [0.081, -0.154, -0.270], [0.018, 0.753, -3.034], [-0.937, 0.032, 0.642], [0.926, 0.231, 0.560], [0.582, 0.683, -0.217], [-0.170, 1.787, 0.946], [-0.213, 1.244, 0.475], [0.570, -1.586, 0.605], [0.822, 0.441, 0.793], [0.337, -0.474, -0.038], [-0.253, -0.396, -0.103], [0.453, 0.266, 0.208], [1.005, 0.229, -0.551], [-0.134, -0.561, -0.261], [0.257, -0.176, -0.586], [0.874, -0.365, 0.166], [-0.457, -0.153, 0.002], [-0.910, -1.661, -1.223], [-1.096, -1.558, -0.636], [-2.118, 1.580, -1.373], [-0.505, 0.325, 0.420], [-0.341, 0.214, 0.004], [0.678, 0.580, 0.040], [-0.259, -0.734, -0.265], [0.000, 0.241, 0.016], [-1.792, 2.372, -0.606], [-0.928, 0.595, 0.063], [1.867, -1.020, -0.881], [-0.200, -0.616, 0.179], [-0.300, 0.072, 0.848], [-1.173, 0.087, 0.459], [-0.140, -0.056, 0.660], [0.437, 0.191, 0.180], [0.067, -0.081, -0.176], [-0.294, 0.031, 0.623], [0.245, 0.491, -0.687], [-0.705, -0.027, 0.046], [0.999, -0.044, -0.035], [-0.157, 0.156, 0.020], [0.038, -0.210, 0.012], [0.120, -0.073, -0.089], [0.876, 0.193, 0.433], [-0.237, 0.290, 0.638], [0.233, -0.445, 0.331], [-0.304, -0.478, -0.800], [-0.195, 0.241, 0.171], [-0.406, -0.087, 0.256], [0.688, 0.725, -0.449], [-1.860, -4.324, -0.531], [0.518, -0.405, 1.351], [1.510, 2.070, -1.092], [0.156, 0.092, -0.157], [0.311, -0.250, -0.158], [1.038, 1.301, -0.622], [0.220, -0.012, 0.064], [-0.030, 0.043, 0.551], [-0.087, -0.113, -0.233], [0.943, 1.209, -2.346], [-0.511, -0.591, 1.020], [-0.182, 0.549, 1.525], [0.256, -0.638, 0.848], [1.458, 0.262, 1.847], [-0.265, 0.320, -0.123], [-0.578, -0.133, -1.495], [-0.339, -0.025, -0.299], [0.357, -0.399, -0.013], [0.277, 0.606, -0.006], [0.269, -1.313, 0.192], [-0.132, -0.790, 0.041], [0.276, -0.388, 0.444], [-0.114, -0.290, -0.603], [-0.162, -0.689, -0.152], [0.532, 0.194, 0.049], [0.743, -0.364, -0.535], [0.178, -0.650, 0.536], [1.114, 0.670, -1.307], [0.596, -0.351, -0.357], [3.261, -1.847, -0.712], [0.416, 0.441, -0.100], [0.105, 0.366, 0.072], [-0.419, -1.013, -0.099], [0.706, -1.330, -0.410], [1.708, -0.843, -0.739], [0.367, 0.509, 0.686], [0.133, -0.504, 0.335], [-0.467, 0.591, -0.004], [-0.129, -0.273, -0.203], [-0.393, -0.210, -0.071], [-0.512, -0.023, 0.580], [-1.241, 0.075, 2.099], [0.456, -1.441, -0.251], [0.354, 0.344, 0.346], [-0.526, 0.788, -0.857], [0.796, 0.481, 0.323], [-0.477, -0.167, 0.284], [-0.159, -0.024, -0.122], [-0.409, -0.413, -0.010], [0.403, 0.171, -0.266], [-0.481, 0.628, 0.391], [0.077, 2.544, 0.003], [-1.284, 0.213, -0.023], [-0.885, 2.482, -0.896], [0.003, 0.011, 0.250], [-0.888, 0.675, 0.286], [-0.451, 0.331, -0.062], [-0.322, 0.125, -0.093], [-1.686, -0.113, 0.766], [-0.297, 0.344, -0.274], [-0.392, 0.501, -0.897], [0.265, -0.880, -0.074], [0.028, 0.356, -0.037], [-0.360, 0.147, 0.160], [0.055, -0.010, 0.561], [-0.418, -0.411, -0.226], [0.832, 1.739, 0.085], [0.413, 0.303, 0.329], [0.164, -1.200, 0.689], [1.778, -0.370, 0.186], [1.391, 0.251, 0.762], [-0.268, -0.951, 0.346], [-0.689, -0.060, 0.543], [-0.693, -0.047, 0.724], [-0.489, -0.295, -0.309], [-0.132, 0.308, 0.002], [-0.455, -0.224, -0.458], [-0.013, 0.013, -0.122], [1.427, 1.576, -0.264], [-0.029, -0.427, -0.368], [-0.743, -0.795, -0.998], [0.418, -0.692, 0.275], [-0.580, 0.559, -0.362], [-1.015, -0.506, 0.155], [-1.879, 1.400, -0.391], [-0.051, -0.442, -0.270], [0.032, 0.216, 0.669], [-0.588, -1.214, 0.999], [0.006, 1.510, -1.527], [0.279, 0.087, -0.326], [0.073, -0.652, -0.574], [-0.116, 0.237, -0.253], [-0.337, 0.565, 0.694], [0.640, 0.627, 0.149], [0.189, 0.321, -0.574], [-0.646, 1.699, 0.349], [0.360, -0.274, -1.761], [-0.876, 0.982, -0.090], [-0.290, 0.132, 0.225], [0.420, 0.453, -0.230], [1.705, 0.609, -0.174], [-2.227, -3.521, 0.494], [0.316, -0.133, -0.102], [0.313, -0.303, -0.155], [1.191, 1.340, -0.550], [-0.904, 0.221, -0.397], [1.424, -0.850, -1.455], [-1.502, -1.224, 1.593], [-0.400, 0.270, 0.207], [0.729, -1.090, -0.681], [0.633, 0.044, -1.255], [-0.138, 0.152, -0.190], [-0.914, -0.070, 0.126], [0.021, 0.175, 0.445], [-0.265, 0.363, -0.189], [-0.473, 0.381, 1.520], [0.517, 0.384, -0.165], [-0.393, 0.377, -0.884], [0.422, 0.419, 1.132], [0.141, 0.045, 0.087], [-0.087, -0.011, 0.694], [-1.799, -2.403, -1.263], [0.170, 0.036, 0.349], [1.030, 0.547, -0.573], [-1.244, 1.038, -1.240], [1.050, 0.601, -0.703], [0.554, 0.102, 0.278], [-0.082, -0.547, -0.307], [0.711, 0.380, 0.271], [0.124, 0.139, -0.441], [0.629, -0.397, 0.791], [-0.006, -0.508, -0.444], [0.285, 0.448, -0.965], [-0.622, -0.264, 0.415]]
}